Molecular formula: C4H10N2O
Method: DFT, ωB97M-V/def2-TZVPD

Output
HOMO-LUMO gap = 8.51 eV
HOMO energy = -7.88 eV

Geometry as ORCA input:
```
! RIJCOSX wB97M-V def2-TZVPD def2/J DEFGRID3
* xyz 0 1
C -2.0823 0.7986 -0.3693
C 0.1577 -1.6805 0.8685
C 2.0338 0.3657 -0.0013
N -0.0614 1.6655 -0.2989
C 0.5248 0.5135 -0.0641
O -2.2921 0.1342 -1.5060
N -0.2769 -0.5289 0.1046
H -1.8808 -0.7391 -1.3883
H 0.5232 2.3537 -0.7658
H -2.3715 0.3499 0.5704
H -2.3210 1.8454 -0.4636
H 0.5638 -1.4348 1.8598
H -0.6921 -2.3492 1.0291
H 0.9287 -2.2603 0.3410
H 2.3701 -0.4831 -0.6007
H 2.5372 1.2680 -0.3475
H 2.3389 0.1814 1.0323
*
```


Molecular formula: C4H10N2O
Method: DFT, ωB97M-V/def2-TZVPD

Output
structure (SMILES) = CC1=NCCO1.N
HOMO-LUMO gap = 10.12 eV
HOMO energy = -9.14 eV

Geometry as ORCA input:
```
! RIJCOSX wB97M-V def2-TZVPD def2/J DEFGRID3
* xyz 0 1
C 1.6523 0.1125 -1.3380
C 0.3851 0.2303 -0.5790
N -0.2470 1.2853 -0.3190
C -1.5616 0.9779 0.1963
C -1.7982 -0.5099 -0.2081
O -0.5345 -1.0099 -0.5679
H 2.1568 -0.7956 -1.0244
H 1.4350 0.0374 -2.4092
H 2.2939 0.9634 -1.1338
H -2.2949 1.6539 -0.2500
H -1.5911 1.1126 1.2844
H -2.4925 -0.5883 -1.0517
H -2.1857 -1.0847 0.6428
N 1.2292 -0.5698 1.4949
H 0.4405 -1.2395 1.5208
H 2.1251 -0.9059 1.8264
H 0.9874 0.3303 1.9154
*
```


Molecular formula: C4H10N2O
Method: DFT, ωB97M-V/def2-TZVPD

Output
HOMO-LUMO gap = 3.65 eV
HOMO energy = -7.56 eV

Geometry as ORCA input:
```
! RIJCOSX wB97M-V def2-TZVPD def2/J DEFGRID3
* xyz 0 1
O 1.2472 -0.0863 1.8190
C 2.0263 -0.6476 0.9360
N 1.2674 -1.8329 0.2544
C 0.0275 -1.2958 -0.3656
C -0.9406 1.8810 -1.7499
C -1.9814 1.1938 -1.0789
N -1.9747 0.9778 0.1800
H 2.8869 -1.1438 1.3542
H 2.3135 -0.0071 0.1067
H -0.3245 -0.5547 0.3279
H 0.2795 -0.6748 -1.2637
H -0.0869 2.2557 -1.3073
H -0.6985 -2.1161 -0.3737
H -2.7904 1.0920 -1.7507
H -1.1850 2.2870 -2.7168
H 0.8874 -2.3414 0.9878
H -1.0989 1.0900 0.5937
*
```


Molecular formula: C4H10N2O
Method: DFT, ωB97M-V/def2-TZVPD

Output
structure (SMILES) = CC[C@@H](N)C(N)=O
HOMO-LUMO gap = 10.38 eV
HOMO energy = -9.52 eV

Geometry as ORCA input:
```
! RIJCOSX wB97M-V def2-TZVPD def2/J DEFGRID3
* xyz 0 1
C -1.3316 -1.0783 -1.0872
C -0.3795 0.0926 -0.9684
C 0.6987 -0.0815 0.0960
N 2.0356 -0.0152 -0.4838
C 0.5876 0.9866 1.1959
N -0.7036 1.0361 1.7797
O 1.4657 1.7404 1.5187
H -1.7718 -1.1357 -2.0781
H -2.1617 -0.9748 -0.3845
H -0.8895 -2.0589 -0.9451
H 0.0526 0.3282 -1.9457
H -0.9442 1.0002 -0.7830
H 0.5087 -0.9791 0.7081
H 2.0328 -0.5664 -1.3397
H 2.6809 -0.5380 0.1040
H -0.9308 0.3075 2.4430
H -0.9498 1.9365 2.1700
*
```


Molecular formula: C4H10N2O
Method: DFT, ωB97M-V/def2-TZVPD

Output
HOMO-LUMO gap (alpha / beta) = 5.11 / 9.72 eV
HOMO energy (alpha / beta) = -15.52 / -18.50 eV

Geometry as ORCA input:
```
! RIJCOSX wB97M-V def2-TZVPD def2/J DEFGRID3
* xyz 2 1
C -1.7790 -3.1428 -3.3462
C -0.3828 -1.6938 -0.1514
C 1.0896 1.1337 1.1631
C -0.0498 0.1117 1.3981
N -1.5463 -2.0564 -2.8978
N 0.6133 2.3815 0.4731
O -0.3230 -0.4946 0.0418
H -2.6707 -3.7599 -3.8416
H -1.1018 -4.0069 -3.3771
H -0.2436 -2.5695 0.6388
H 1.8295 0.8090 0.5505
H 1.3838 1.1716 2.1779
H 0.1638 -0.7133 1.9442
H -1.0946 0.3048 1.8010
H -0.3438 2.5013 0.7104
H 0.7914 2.2416 -0.5325
H 1.0067 3.1242 0.9262
*
```


Molecular formula: C4H10N2O2
Method: DFT, ωB97M-V/def2-TZVPD

Output
structure (SMILES) = CN(C)CC(=O)ON
HOMO-LUMO gap = 9.22 eV
HOMO energy = -8.37 eV

Geometry as ORCA input:
```
! RIJCOSX wB97M-V def2-TZVPD def2/J DEFGRID3
* xyz 0 1
C 0.8632 1.8136 1.0562
N 0.9147 0.7067 0.1122
C 1.2277 -0.6101 0.7910
C -0.0012 0.8585 -1.0322
C -0.7036 -0.4675 -1.1955
O -0.7090 -1.1416 -2.2222
O -1.4416 -0.8103 -0.0555
N -1.9818 -2.1714 -0.1490
H 0.4486 2.7256 0.6123
H 1.8749 2.0830 1.3801
H 0.2952 1.5721 1.9607
H 0.4203 -0.9798 1.4303
H 2.0840 -0.4887 1.4597
H 1.5373 -1.3444 0.0426
H -0.7215 1.6796 -0.9760
H 0.6078 1.0149 -1.9303
H -1.7299 -2.4467 -1.1088
H -2.9848 -1.9935 -0.1755
*
```


Molecular formula: C4H10N2O2
Method: DFT, ωB97M-V/def2-TZVPD

Output
HOMO-LUMO gap = 9.71 eV
HOMO energy = -8.88 eV

Geometry as ORCA input:
```
! RIJCOSX wB97M-V def2-TZVPD def2/J DEFGRID3
* xyz 0 1
C 1.7576 1.3856 0.3258
C -0.5211 0.5088 0.7190
C -0.3134 -0.8901 0.0395
C -0.6521 -0.8961 -1.4175
H 1.6822 1.4073 1.6731
H 2.3973 0.5431 -0.1977
H 2.1251 2.3014 0.0164
H -0.3037 2.3089 0.1616
H -0.3761 0.7573 1.8188
H -1.7120 0.6579 0.6729
H 0.9411 -1.1789 0.2915
H -0.8935 -1.8226 1.9397
H -2.0007 -1.9215 0.4198
H 0.0287 -1.1598 -2.9823
N 0.2672 1.5762 0.0059
N -1.0395 -1.9645 0.6694
O 0.3675 -0.9475 -2.2983
O -1.7545 -0.6657 -1.8577
*
```


Molecular formula: C4H10N2O2
Method: DFT, ωB97M-V/def2-TZVPD

Output
structure (SMILES) = NCCNCC(=O)O
HOMO-LUMO gap = 9.44 eV
HOMO energy = -8.76 eV

Geometry as ORCA input:
```
! RIJCOSX wB97M-V def2-TZVPD def2/J DEFGRID3
* xyz 0 1
N 2.9486 0.8971 -1.0736
C 1.5798 0.7242 -0.6600
C 1.4346 -0.0421 0.6772
N 0.4622 -1.1415 0.8172
C -0.8925 -0.7776 1.1741
C -1.6695 -0.0338 0.1063
O -1.4374 1.0747 -0.2922
O -2.6252 -0.8224 -0.4625
H 3.2227 1.8670 -1.1492
H 3.1078 0.5381 -2.0022
H 0.7997 0.5167 -1.3914
H 1.1156 1.7129 -0.4399
H 2.4260 -0.4130 0.9480
H 1.1503 0.6409 1.4800
H 0.4476 -1.7017 -0.0247
H -0.9968 -0.1046 2.0378
H -1.3389 -1.7052 1.5149
H -3.4260 -0.4060 -0.7709
*
```


Sequential max |F| output: 1.29, 3.47, 3.56, 1.22, 4.28, 2.33, 16.88, 3.02 eV/Å
Sequential DFT total energy output: -9334.672, -9336.880, -9330.130, -9337.763, -9312.274, -11383.001, -11380.189, -11384.563 eV
Sequential energy above the lowest of the compared OMol25 structures with the same formula, charge and spin output: 99.5, 48.6, 204.3, 28.2, 139.5, 90.0, 154.8, 54.0 kcal per mole